*w*
Formula: C3H11N2
Source: the Open Molecules 2025 dataset
Level of theory: the ωB97M-V functional and the def2-TZVPD basis

The geometry in XYZ format:
```
16
Properties=species:S:1:pos:R:3:mulliken_charge:R:1
N 0.871 1.912 -0.340 -0.27
N -0.710 0.895 -1.763 -0.32
C -0.084 1.945 -1.232 0.14
C 0.500 -1.794 1.536 -0.93
C -0.568 -1.302 0.537 -0.44
H 1.126 2.825 0.030 0.27
H 1.345 -1.128 1.638 0.24
H -0.413 2.902 -1.537 0.39
H 0.104 -2.089 2.589 0.28
H -0.217 -0.023 -1.715 0.31
H 0.984 -2.779 1.353 0.30
H -1.716 1.036 -2.130 0.29
H -0.788 -0.209 0.694 0.20
H -0.205 -1.279 -0.522 -0.01
H 1.178 1.062 0.213 0.22
H -1.406 -1.976 0.652 0.33
```

Its charge is +1. The HOMO energy is -14.96 eV.

***

*x*
Formula: C3H11N2
Source: the Open Molecules 2025 dataset
Level of theory: the ωB97M-V functional and the def2-TZVPD basis

The geometry in XYZ format:
```
16
Properties=species:S:1:pos:R:3:mulliken_charge:R:1
N 0.017 -1.349 -1.497 -0.62
N 0.076 0.327 0.612 0.07
C -1.375 0.670 0.722 -0.91
C 0.320 -0.999 0.618 -0.35
C 1.288 1.272 0.526 -0.74
H -1.590 1.598 1.174 0.38
H 0.746 -0.774 -2.033 0.29
H 2.238 0.657 0.335 0.29
H 1.509 1.810 1.512 0.31
H -2.141 -0.034 1.143 0.32
H -0.612 -2.006 -1.982 0.29
H 1.248 -1.293 0.153 0.38
H 1.048 2.035 -0.240 0.35
H -0.804 -0.781 -1.178 0.19
H -0.239 -1.905 0.482 0.39
H -1.730 0.773 -0.347 0.36
```

Its charge is +1. The HOMO energy is -14.78 eV.

***

*y*
Formula: C3H11N2
Source: the Open Molecules 2025 dataset
Level of theory: the ωB97M-V functional and the def2-TZVPD basis

The geometry in XYZ format:
```
16
Properties=species:S:1:pos:R:3:mulliken_charge:R:1
N -2.438 1.067 -0.499 -0.54
N 2.559 0.667 -0.220 -0.53
C -1.969 -0.009 0.443 -0.10
C 2.179 -0.548 0.471 -0.29
C -0.712 -0.481 -0.231 -0.71
H -0.646 -1.677 -0.254 0.36
H 1.925 -0.289 1.466 0.38
H 2.865 1.354 0.470 0.29
H -2.823 0.671 -1.290 0.27
H 1.623 0.901 -0.621 0.26
H -2.704 -0.797 0.537 0.35
H -0.561 -0.055 -1.233 0.49
H -1.827 0.463 1.372 0.28
H -1.459 1.298 -0.746 0.26
H 2.788 -1.525 0.265 0.29
H 1.201 -1.040 0.070 -0.06
```

Its charge is +1. The HOMO energy is -13.85 eV.

***

*z*
Formula: C3H11N2
Source: the Open Molecules 2025 dataset
Level of theory: the ωB97M-V functional and the def2-TZVPD basis

The geometry in XYZ format:
```
16
Properties=species:S:1:pos:R:3:mulliken_charge:R:1
N 0.113 0.789 1.574 -0.63
N -0.498 0.627 -1.122 -0.20
C -1.636 -0.288 -1.682 -0.79
C 1.534 -1.236 0.840 -0.56
C 1.441 0.080 1.299 -0.19
H -2.293 0.360 -2.267 0.35
H -0.411 1.347 -1.830 0.37
H -1.079 -0.973 -2.339 0.34
H 2.394 0.472 1.691 0.29
H -2.099 -0.660 -0.816 0.36
H 2.308 -1.906 1.189 0.27
H -0.957 1.006 -0.318 0.44
H 0.252 0.306 -0.548 0.15
H 0.914 -1.790 0.134 0.23
H 0.201 1.813 1.977 0.28
H -0.184 0.051 2.218 0.30
```

Its charge is +1. The HOMO energy is -13.11 eV.

***

Which is the most stable structure? *w* is the most stable.

***

*w*
Formula: C4H4FN3
Source: the Open Molecules 2025 dataset
Level of theory: the ωB97M-V functional and the def2-TZVPD basis

The geometry in XYZ format:
```
12
Properties=species:S:1:pos:R:3:mulliken_charge:R:1
F -1.301 1.273 -2.100 -0.27
N 0.351 -0.284 0.982 -0.10
N -1.423 -1.772 1.160 -0.59
N -1.382 -0.338 -0.651 -0.46
C 1.099 0.470 0.000 -0.17
C -0.732 0.542 -1.171 0.63
C -0.869 -0.781 0.593 0.25
C 0.642 1.040 -1.113 -0.24
H 2.291 0.418 0.222 0.22
H -0.771 -1.722 2.078 0.23
H 1.340 1.661 -1.815 0.31
H 0.756 -0.508 1.817 0.17
```

As for the SMILES: [H]/N=c1/nc(F)cc[nH]1. The HOMO energy is -9.00 eV.

***

*x*
Formula: C4H4FN3
Source: the Open Molecules 2025 dataset
Level of theory: the ωB97M-V functional and the def2-TZVPD basis

The geometry in XYZ format:
```
12
Properties=species:S:1:pos:R:3:mulliken_charge:R:1
F -2.054 1.579 0.988 -0.25
N 0.588 0.198 -1.339 -0.24
N 1.092 -1.686 0.129 -0.64
N -1.165 -0.652 2.887 -0.43
C 1.156 -0.990 -0.943 0.12
C -1.011 -0.238 1.738 0.03
C -0.886 0.846 0.663 0.22
C -0.204 1.053 -0.426 -0.11
H 1.738 -1.421 -1.714 0.39
H 0.373 -1.516 0.944 0.26
H -0.609 1.830 -0.976 0.35
H 0.983 0.999 -1.950 0.29
```

As for the SMILES: [H]/N=C\N/C=C(/F)C#N. The HOMO energy is -9.70 eV.

***

Which is the most stable structure? *w* is the most stable.